(1)
31
Properties=species:S:1:pos:R:3:forces:R:3:mulliken_charge:R:1 method="wB97M-V/def2-TZVPD" molar_mass_g_mol=644.935 energy_ha=-1925.47474 lumo_energy_ha="-0.5440 / -0.5429" homo_ev="-20.21 / -20.21" charge=+3 largest_force_ev_per_a=5.99
I -3.692637 2.910734 1.319998 1.42 0.11 1.17 0.582
I -0.637817 2.669544 2.653280 -2.12 1.04 0.21 0.202
Hf -1.008849 0.651444 0.822610 -1.03 -1.99 -1.90 0.749
P 0.037516 1.994331 -1.362738 -0.38 0.88 -2.09 1.099
C 1.527905 3.012749 -1.528347 0.58 -0.46 1.10 -1.311
C -0.058488 1.395120 -3.085653 -0.18 -1.19 0.49 -1.242
H -2.209848 2.864050 -1.471488 0.14 0.13 -0.38 0.337
H -0.973648 3.895749 -2.299774 -0.20 0.11 0.22 0.465
H -1.179581 3.884009 -0.496531 0.15 0.34 -0.24 0.380
C -1.206796 3.294982 -1.416022 -0.76 -0.01 0.68 -1.029
H -0.969571 0.815710 -3.235971 0.01 0.07 -0.13 0.355
H -0.047959 2.270362 -3.733667 0.00 0.07 0.08 0.483
H 1.382976 3.668210 -2.391532 -0.01 -0.09 0.17 0.465
H 2.399617 2.372169 -1.680220 0.03 0.14 -0.12 0.443
H 0.799038 0.757748 -3.307025 -0.03 0.05 -0.07 0.412
H 1.691429 3.590072 -0.614877 0.09 0.23 -0.21 0.422
C 1.149525 1.212152 0.900564 5.72 -1.44 1.08 0.157
O 2.298822 1.136960 1.019021 -4.04 0.76 -0.69 -0.098
Cl -2.741830 0.159687 -0.724615 0.81 0.01 0.50 -0.286
C -0.850841 -4.050803 1.125346 -0.57 -0.56 0.16 -0.800
N 0.381578 -3.400402 1.624760 -1.11 3.08 -1.03 0.133
C 1.241847 -4.162051 2.518006 0.53 -0.27 -0.03 -0.783
C 0.594157 -2.105071 1.458850 0.49 -2.05 0.38 0.170
O -0.345497 -1.277347 1.083312 0.08 1.23 -0.31 -0.750
H -0.817081 -5.056227 1.538388 -0.24 0.05 -0.07 0.330
H -0.864785 -4.185776 0.026649 0.17 0.56 0.54 0.326
H -1.774474 -3.575527 1.503593 0.56 -0.01 -0.31 0.336
H 2.225810 -4.245708 2.049171 0.01 -0.22 0.41 0.353
H 1.257666 -3.630108 3.474426 0.28 -0.46 -0.11 0.352
H 0.753784 -5.134954 2.609798 0.59 0.14 0.26 0.320
H 1.638035 -1.731807 1.620688 -1.01 -0.24 0.25 0.428

---

(2)
70
Properties=species:S:1:pos:R:3:forces:R:3:mulliken_charge:R:1 method="wB97M-V/def2-TZVPD" molar_mass_g_mol=528.472 energy_ha=-1607.94998 smiles="C[C@@H](I)COC(=O)Nc1ccncc1.CCOCC.CCOCC.CCOCC" lumo_energy_ha=0.0005 homo_ev=-9.42 largest_force_ev_per_a=5.82
C 4.496205 -0.223020 1.694865 -0.08 -0.15 -0.44 -0.708
C 3.956590 0.775575 0.543806 -0.57 0.07 1.52 -0.325
I 3.390250 -0.352763 -1.270462 0.46 0.55 0.55 0.031
C 2.571071 1.457039 1.055267 1.96 -1.56 -0.02 -0.341
O 2.215889 2.460393 0.070052 -2.42 -1.03 0.03 -0.264
C 0.802401 2.631689 -0.018924 -1.27 4.17 2.60 0.402
O 0.310635 3.582344 0.645914 1.56 -4.03 -2.93 -0.546
N -0.049214 1.757397 -0.886724 2.57 -1.06 2.59 0.111
C -0.609489 0.763290 0.049224 -2.29 -4.24 3.27 0.061
C -1.446362 1.110127 1.323031 0.38 -0.98 -0.58 -0.264
C -2.007496 0.098517 2.333144 2.36 -0.06 -3.51 -0.438
N -1.772885 -1.295505 2.159237 1.06 2.97 -2.34 -0.554
C -1.049692 -1.653163 0.999742 0.66 1.08 -0.84 -0.452
C -0.421009 -0.794862 -0.108007 -1.77 2.61 2.70 0.113
H 4.741864 -1.274873 1.288270 -0.32 1.82 0.57 0.318
H 3.672004 -0.372359 2.483361 1.38 0.29 -0.97 0.066
H 5.456729 0.229526 2.141998 -1.64 -0.76 -0.47 0.261
H 4.757087 1.553425 0.298284 -1.38 -1.12 0.00 0.473
H 1.827745 0.597240 1.154804 0.70 1.31 -0.26 0.195
H 2.770674 1.868924 2.101041 -0.42 -0.01 -1.46 0.303
H 0.660316 1.222057 -1.438390 -0.80 0.38 0.17 0.258
H -1.649987 2.223154 1.524792 0.40 -1.92 -0.38 0.330
H -2.598500 0.507397 3.231335 1.05 -1.01 -1.58 0.378
H -0.879383 -2.787339 0.869855 -0.40 1.99 0.34 0.322
H 0.172871 -1.239992 -0.982527 -1.08 0.65 1.60 0.247
C 1.158309 4.696910 -6.597743 0.14 0.01 0.12 -0.994
C -0.120462 3.877894 -6.594892 0.03 0.04 0.01 -0.322
O -0.044877 2.705551 -5.795368 0.00 -0.19 -0.09 -0.452
C 0.216969 2.900947 -4.413463 -0.12 0.05 0.06 -0.157
C -0.837903 3.733940 -3.705280 -0.06 0.20 -0.07 -0.883
H 2.003999 4.085760 -6.925465 -0.09 0.05 -0.02 0.278
H 1.060980 5.552430 -7.271402 -0.01 -0.09 0.04 0.384
H 1.397796 5.080054 -5.603592 -0.04 0.07 -0.05 0.250
H -0.326700 3.543642 -7.615049 -0.01 -0.18 0.17 0.339
H -0.977206 4.488622 -6.290720 0.04 0.06 0.04 0.294
H 1.215379 3.326013 -4.271503 0.02 0.10 0.02 0.273
H 0.240107 1.904742 -3.960055 -0.02 0.01 -0.26 0.136
H -0.883916 4.752518 -4.100154 0.06 -0.05 0.07 0.331
H -0.618287 3.800087 -2.637178 -0.04 -0.04 -0.08 0.261
H -1.828360 3.288778 -3.832071 0.09 -0.02 0.04 0.256
C -4.926621 -4.715665 -3.125908 0.05 0.11 -0.14 -1.018
C -4.406887 -4.828505 -1.703529 -0.03 0.02 -0.03 -0.334
O -3.086090 -4.331156 -1.538068 0.15 -0.13 0.05 -0.436
C -2.885298 -2.959498 -1.847751 -0.07 0.08 0.08 -0.171
C -3.718498 -2.015328 -0.998085 -0.23 -0.06 0.04 -1.020
H -4.254611 -5.226780 -3.821089 -0.07 0.00 0.08 0.284
H -5.920777 -5.163639 -3.204634 0.09 0.02 0.03 0.385
H -5.002280 -3.675507 -3.449646 -0.08 -0.03 0.03 0.264
H -4.377189 -5.884477 -1.422330 0.20 0.12 0.05 0.342
H -5.086386 -4.339691 -0.997240 -0.04 0.05 -0.05 0.309
H -3.052650 -2.781377 -2.914349 -0.08 0.04 -0.04 0.301
H -1.826158 -2.753802 -1.664886 -0.09 -0.23 0.00 0.084
H -4.789896 -2.158036 -1.164375 0.07 0.07 -0.07 0.389
H -3.479487 -0.975761 -1.235986 0.03 -0.07 0.03 0.359
H -3.526957 -2.183957 0.064630 0.01 0.04 -0.09 0.287
C 0.993405 0.286793 5.041857 0.07 0.23 0.16 -0.900
C 1.266137 -1.165621 4.718682 -0.05 -0.10 -0.02 -0.159
O 2.630273 -1.541305 4.862883 0.14 0.01 -0.20 -0.401
C 3.191616 -1.393731 6.159222 0.03 -0.10 0.07 -0.356
C 2.491120 -2.221720 7.223294 -0.21 -0.02 0.00 -1.035
H 1.615966 0.940535 4.423745 -0.09 -0.03 0.00 0.152
H -0.057926 0.522031 4.856511 0.10 -0.02 -0.03 0.311
H 1.209769 0.524136 6.085672 -0.08 -0.02 -0.01 0.370
H 1.004145 -1.343294 3.672114 0.17 -0.13 0.06 0.086
H 0.628301 -1.826692 5.314623 -0.03 0.05 0.02 0.352
H 3.226065 -0.337108 6.441418 -0.08 0.04 0.06 0.311
H 4.231813 -1.725563 6.084696 -0.14 0.03 -0.20 0.331
H 1.451844 -1.911281 7.360795 0.10 0.02 0.06 0.264
H 3.000251 -2.117438 8.184517 -0.01 0.00 -0.08 0.389
H 2.482867 -3.278666 6.944167 0.05 0.08 0.01 0.287

---

(3)
15
Properties=species:S:1:pos:R:3:forces:R:3:mulliken_charge:R:1 method="wB97M-V/def2-TZVPD" molar_mass_g_mol=200.023 energy_ha=-526.66947 lumo_energy_ha="-0.0823 / -0.0824" homo_ev="-8.34 / -8.34" largest_force_ev_per_a=5.84
C 0.676258 -0.033330 0.884684 -4.33 -2.87 0.95 -1.199
C -0.178916 1.920528 -0.196031 -0.51 -1.08 -5.71 -1.334
C -0.077664 0.388709 -0.375879 -0.45 -0.74 0.47 0.343
N -0.774390 -2.817815 -0.725210 1.35 2.11 1.33 -0.453
N -1.374130 -0.256460 -0.611517 0.18 -1.27 -0.16 -0.444
I -2.746496 -0.125652 0.836539 -0.20 -0.18 0.37 0.115
H -0.041076 0.302772 1.806690 1.64 -1.24 -1.99 0.216
H 0.821830 -1.155351 0.791037 -0.24 1.22 0.74 0.339
H 1.554814 0.437715 1.068195 2.74 1.48 0.07 0.472
H -0.341822 2.365819 -1.240815 0.20 -0.26 1.49 0.288
H 0.734682 2.212698 0.148428 2.44 1.11 0.84 0.423
H -0.918834 2.282550 0.407039 -2.09 0.42 1.76 0.419
H 0.284899 -0.056948 -1.339133 1.13 1.29 0.76 0.406
H -1.739263 -2.764391 -0.475104 -0.96 -0.23 -0.65 0.200
H -0.547475 -2.968347 -1.703224 -0.87 0.23 -0.28 0.210

---

(4)
66
Properties=species:S:1:pos:R:3:forces:R:3:mulliken_charge:R:1 method="wB97M-V/def2-TZVPD" molar_mass_g_mol=628.441 energy_ha=-2870.60883 lumo_energy_ha=-0.0549 homo_ev=-7.04 largest_force_ev_per_a=5.72
Cs -4.889383 11.409583 20.651654 0.14 0.45 -0.36 0.961
B -3.038176 14.769438 17.261309 -0.11 -0.12 -0.03 -0.087
H -2.605753 15.614528 16.748397 1.85 3.43 -1.77 -0.239
H -2.541752 13.869550 16.932673 2.06 -3.81 -1.51 -0.180
H -2.909360 14.802669 18.332075 0.41 0.43 4.63 -0.248
H -4.076660 14.716052 16.973288 -4.41 -0.29 -0.98 -0.201
C 0.861951 20.758914 13.868290 2.26 -0.86 0.28 -0.665
C -0.278382 21.648852 14.187063 -0.94 1.25 0.58 -0.485
C -0.698075 21.368682 15.656493 0.86 -1.28 -0.53 -0.681
S 0.857404 21.048653 16.479414 3.06 0.78 1.57 1.068
O 0.831295 19.803610 17.257733 -0.30 1.48 -1.28 -0.629
O 1.359673 22.272985 17.124307 -1.11 -0.94 -0.08 -0.668
C 1.969876 20.967349 14.995421 -2.12 -0.88 -0.39 -0.673
H 1.338022 20.926725 12.902220 -0.31 0.26 -0.12 0.330
H 0.452752 19.749659 13.822851 0.50 -0.36 0.32 0.324
H -1.106263 21.417902 13.516710 -0.09 0.35 0.04 0.313
H 0.044283 22.683645 14.072239 -0.33 0.18 -0.03 0.309
H -1.094913 20.353849 15.683821 -0.68 0.12 0.06 0.364
H -1.272794 22.062856 16.269612 0.08 0.08 -0.42 0.384
H 2.740446 20.205823 15.115381 -0.45 -0.28 -0.01 0.374
H 2.482970 21.925770 14.916346 -0.43 0.09 0.04 0.335
C -3.126037 6.974130 15.341479 -1.31 -0.09 -1.57 -0.506
C -3.048851 7.947965 14.135261 -1.58 0.77 0.83 -0.679
C -4.500167 7.933543 13.484039 0.37 -1.02 -0.44 -0.666
S -5.113789 6.166772 13.538720 4.79 1.67 -2.64 1.067
O -5.036097 5.604538 12.168583 -0.25 0.51 2.56 -0.633
O -6.281091 6.118806 14.319476 -2.09 -0.60 1.26 -0.592
C -3.613832 5.709780 14.593968 -0.48 -0.93 0.47 -0.759
H -3.918926 7.254954 16.034700 0.08 0.29 0.12 0.289
H -2.180382 6.928920 15.881655 -0.05 -0.49 -0.20 0.313
H -2.180963 7.651227 13.546339 -0.48 0.03 -0.58 0.321
H -2.891104 8.970113 14.479385 0.21 0.05 -0.08 0.334
H -4.616949 8.224784 12.440180 0.49 0.05 0.00 0.395
H -5.238556 8.514164 14.036994 0.31 0.02 0.34 0.337
H -2.809650 5.330242 13.963623 -0.29 -0.13 -0.21 0.355
H -4.017138 4.917285 15.224360 0.29 -0.10 0.12 0.423
C -2.605247 19.565524 23.800751 -1.99 -0.57 -0.10 -0.620
C -2.888004 18.957363 25.202816 -0.29 -0.34 -0.63 -0.676
C -4.391853 18.552492 25.356312 1.39 0.27 -0.65 -0.608
S -4.943566 18.116339 23.650752 0.93 -0.76 1.00 1.103
O -6.010138 18.987521 23.234729 0.16 0.05 -0.04 -0.631
O -5.138297 16.673717 23.641973 0.13 0.69 -0.37 -0.659
C -3.376268 18.582108 22.784333 0.62 0.52 1.32 -0.705
H -1.529328 19.597378 23.629055 -0.23 0.14 -0.29 0.342
H -3.078930 20.545842 23.748699 0.35 0.18 -0.24 0.316
H -2.613274 19.546865 26.077521 0.22 0.30 -0.33 0.361
H -2.236625 18.083579 25.184975 -0.29 -0.40 0.54 0.310
H -4.995411 19.378491 25.732547 -0.03 -0.08 -0.16 0.379
H -4.398977 17.702500 26.038643 -0.64 -0.09 -0.35 0.323
H -3.638433 18.958352 21.795497 0.02 0.25 0.24 0.410
H -2.749158 17.698625 22.664804 -0.35 -0.22 0.02 0.355
C -12.165235 16.275563 16.635684 -0.36 -1.11 0.75 -0.668
C -10.976157 16.755829 15.767371 0.14 -0.38 -0.14 -0.524
C -9.912120 15.664763 15.730234 -0.20 -0.14 0.76 -0.689
S -10.774701 14.047637 15.891801 0.58 -1.60 -0.61 1.049
O -10.140447 13.213555 16.908040 -0.76 1.37 0.20 -0.649
O -10.851165 13.358713 14.612509 -0.52 1.14 0.27 -0.647
C -12.464547 14.719098 16.375621 1.30 1.91 -0.80 -0.666
H -13.073420 16.869656 16.533966 -0.01 -0.09 -0.62 0.376
H -12.005126 16.367369 17.709941 0.73 0.09 0.03 0.303
H -10.427340 17.620096 16.141469 -0.62 0.28 0.26 0.303
H -11.261161 16.997987 14.743542 -0.39 -0.06 0.06 0.293
H -9.284505 15.776297 16.614410 -0.07 -0.40 0.16 0.381
H -9.232717 15.758492 14.883049 -0.36 -0.60 -0.20 0.397
H -12.930479 14.174374 17.196772 0.39 0.08 -0.04 0.404
H -13.083481 14.687666 15.478949 0.17 -0.52 -0.03 0.334